Below is C38H25F3N10PS3Ti as an isolated structure, with properties calculated with ωB97M-V/def2-TZVPD.

Element x y z (Å)
Ti: -0.493 1.070 1.043
C: -2.636 4.440 -1.391
C: -2.207 3.643 -0.320
N: -1.120 2.879 -0.470
C: -0.555 2.811 -1.667
C: -0.975 3.636 -2.695
N: -1.990 4.473 -2.539
C: 0.548 1.853 -1.833
C: 1.092 1.521 -3.043
C: 2.209 0.661 -3.042
C: 2.731 0.225 -1.823
C: 2.129 0.660 -0.660
N: 1.043 1.407 -0.683
C: 2.591 0.343 0.714
C: 3.896 0.001 0.995
N: 4.283 -0.380 2.205
C: 3.354 -0.402 3.126
C: 2.034 0.066 2.922
N: 1.672 0.431 1.693
C: 2.814 0.162 -4.260
C: 3.231 -1.158 -4.306
C: 3.730 -1.663 -5.518
N: 3.836 -0.916 -6.597
C: 3.484 0.374 -6.540
C: 2.988 0.950 -5.389
H: -3.482 5.071 -1.253
H: -2.665 3.600 0.653
H: -0.502 3.676 -3.680
H: 0.661 1.856 -3.959
H: 3.544 -0.504 -1.778
H: 4.651 0.089 0.216
H: 3.620 -0.747 4.114
H: 1.324 0.153 3.730
H: 3.126 -1.832 -3.479
H: 4.046 -2.719 -5.570
H: 3.602 0.918 -7.466
H: 2.634 1.962 -5.392
F: -3.105 4.831 4.436
C: -1.996 4.428 5.074
F: -1.632 5.458 5.903
F: -2.348 3.442 5.875
C: -0.928 4.084 4.108
C: 0.226 4.785 4.226
C: 1.321 4.619 3.394
C: 1.244 3.602 2.466
N: 0.147 2.846 2.355
C: -0.951 3.041 3.140
S: -2.181 1.876 2.781
H: 0.295 5.578 4.982
H: 2.164 5.298 3.496
H: 2.042 3.457 1.747
S: 1.657 -2.812 0.850
P: -0.264 -2.718 1.245
S: -0.933 -1.096 2.321
C: -0.794 -4.176 2.217
C: -0.267 -5.383 1.809
C: -0.578 -6.546 2.501
C: -1.437 -6.486 3.604
C: -1.984 -5.258 3.983
C: -1.622 -4.088 3.308
C: -1.250 -2.852 -0.299
C: -0.651 -2.923 -1.534
C: -1.432 -2.977 -2.700
C: -2.813 -2.881 -2.636
C: -3.427 -2.894 -1.375
C: -2.660 -2.907 -0.228
H: 0.404 -5.405 0.983
H: -0.130 -7.481 2.213
H: -1.666 -7.377 4.187
H: -2.730 -5.258 4.808
H: -1.980 -3.129 3.626
H: 0.425 -2.970 -1.602
H: -0.938 -3.138 -3.639
H: -3.475 -2.864 -3.496
H: -4.493 -2.840 -1.304
H: -3.159 -2.860 0.733
N: -2.073 0.484 -0.121
C: -2.879 0.394 -0.939
N: -3.833 0.199 -1.751
C: -3.763 0.873 -2.901
N: -3.800 1.416 -3.905

Output
- energy (Eh) = -4695.8223
- gap between HOMO and LUMO (spin up / spin down) (eV) = 6.42 / 6.48
- max |F| (eV/Å) = 2.33
- <S²> = 0.7548
- E_LUMO (spin up / spin down) (hartree) = -0.0621 / -0.0610
- 2S+1 = 2
- relative energy (zero: lowest compared OMol25 entry of this formula, charge and spin) (kcal/mol) = 0.00